No. 1
Molecular formula: C4H27CrCu2NO21S3
Method: DFT, ωB97M-V/def2-TZVPD

```
59
Properties=species:S:1:pos:R:3:forces:R:3:lowdin_spin:R:1
Cu -0.268 2.869 -1.370 -0.04 -1.43 1.19 0.00
Cu -0.705 -2.234 3.017 0.56 1.36 0.23 0.02
Cr 1.961 1.934 3.479 1.77 -0.45 -0.55 3.78
S 4.552 -0.151 2.986 3.84 -4.77 -0.01 0.01
O 4.823 -0.352 1.557 -0.03 0.76 -0.55 0.00
O 3.948 -1.365 3.530 -0.96 0.16 0.43 0.04
O 5.803 0.114 3.697 -0.32 1.12 0.24 0.02
O 3.619 0.977 3.090 -2.71 3.61 0.82 0.06
S 0.705 -0.590 5.031 -3.02 -1.82 1.26 -0.01
O 1.048 0.779 4.758 -0.04 1.57 0.93 0.04
O 1.214 -1.513 4.059 0.69 -2.13 -3.90 0.39
O 1.462 -1.246 6.098 0.50 0.59 2.01 0.49
O -0.765 -0.824 5.131 1.31 1.07 -0.16 0.05
S -0.258 0.655 1.303 -0.91 0.42 1.15 0.01
O -0.812 -0.710 1.429 0.36 -0.58 1.02 0.01
O 0.970 0.793 2.094 -0.54 -0.45 -1.38 0.04
O -0.036 0.894 -0.136 0.56 1.39 -1.57 0.00
O -1.243 1.603 1.785 0.01 0.61 -0.04 0.00
C -3.276 -1.025 -5.319 0.92 -1.36 -0.08 0.00
C -1.721 -1.020 -5.373 -1.82 0.74 -0.75 0.00
C -1.066 -1.282 -4.076 0.74 0.84 1.39 0.00
O 0.155 -0.601 -4.119 2.36 -0.16 0.69 0.00
C 0.911 -0.759 -2.878 0.32 1.33 -1.05 0.00
N -1.249 -1.943 -6.388 0.07 -0.62 -0.17 0.00
H -3.720 -0.286 -4.652 0.14 0.31 -0.45 0.00
H -3.614 -1.987 -4.934 0.01 -0.25 0.22 0.00
H -3.595 -1.054 -6.361 -0.38 0.68 0.12 0.00
H -1.461 -0.031 -5.749 0.28 0.20 0.37 0.00
H -0.830 -2.335 -3.925 -0.53 -0.40 0.10 0.00
H -1.554 -0.867 -3.194 -0.86 -0.34 0.06 0.00
H 1.938 -0.420 -3.013 0.06 -0.04 -0.64 0.00
H 1.019 -1.772 -2.491 -0.77 0.01 0.04 0.00
H 0.536 0.002 -2.193 -0.40 -0.73 0.62 0.00
H -1.333 -2.851 -5.955 -0.41 -0.62 -0.23 0.00
H -0.242 -1.868 -6.418 0.37 0.42 -0.26 0.00
O -3.782 0.685 1.570 -1.05 -0.10 0.49 0.00
H -2.922 1.089 1.681 0.12 -0.20 -0.05 0.00
H -3.733 0.245 0.722 0.24 0.01 -0.29 0.00
O 2.043 -1.292 0.514 0.14 -0.39 -0.28 0.00
H 1.497 -2.011 0.197 0.03 0.04 -0.28 0.00
H 1.445 -0.743 1.022 0.39 -0.27 0.48 0.00
O 2.598 3.253 1.856 -0.65 0.55 0.52 0.03
H 2.833 4.160 1.664 0.16 0.23 0.38 0.00
H 2.583 2.823 1.001 0.50 -1.18 -0.65 0.00
O -0.756 -2.557 -0.297 -0.24 -1.19 -0.96 0.00
H -0.079 -3.032 0.185 0.05 -0.28 0.03 0.00
H -0.946 -1.793 0.248 0.27 0.62 0.57 0.00
O -2.518 3.778 1.247 -0.21 0.92 -0.76 0.00
H -2.188 2.976 1.652 0.17 -0.34 -0.04 0.00
H -2.034 4.481 1.680 -0.01 0.20 0.22 0.00
O -1.880 1.867 4.317 -0.23 0.75 0.70 0.00
H -1.384 1.099 4.601 -0.03 -0.43 0.19 0.00
H -1.779 1.880 3.365 0.08 -0.23 0.00 0.00
O -2.476 -0.123 -0.776 -0.96 -0.05 -0.72 0.00
H -2.278 -1.059 -0.729 -0.07 -0.27 -0.22 0.00
H -1.622 0.306 -0.724 0.45 0.07 0.07 0.00
O 3.514 1.019 -0.162 -1.31 2.11 -1.39 0.00
H 2.768 0.508 0.152 0.21 -0.64 0.00 0.00
H 4.182 0.907 0.514 0.83 -1.00 0.92 0.00
```
Positions in Å, forces in eV/Å.

HOMO level (spin up / spin down): -4.23 / -4.15 eV
energy: -7323.32482 Eh
E_LUMO (spin up / spin down): -1.389 / -1.389 eV
F_max: 0.1190 Eh/bohr
spin multiplicity: 6
frontier orbital gap (spin up / spin down): 2.8 / 2.8 eV
charge: -1

No. 2
Molecular formula: C4H27N2O10
Method: DFT, ωB97M-V/def2-TZVPD

```
43
Properties=species:S:1:pos:R:3:forces:R:3:nbo_charge:R:1
C -1.125 -0.768 0.810 -0.51 -0.57 0.04 -0.23
N 0.020 0.120 1.133 -0.17 -0.13 -1.89 -0.73
C 1.323 -0.445 0.572 -1.82 -1.51 2.79 0.12
O 1.547 -1.704 1.095 0.21 0.98 -0.18 -0.97
C -1.482 -1.161 -0.687 1.19 1.25 3.24 -0.25
N -1.624 0.153 -1.308 1.00 -1.36 -1.30 -0.68
C -1.954 0.005 -2.716 -3.49 1.45 1.52 0.09
O -3.326 0.570 -2.753 -0.81 0.01 -1.19 -0.79
H -1.983 -0.215 1.166 -0.63 0.20 -0.03 0.17
H -1.124 -1.653 1.428 0.20 -0.54 -0.04 0.20
H 0.054 0.103 2.143 0.43 0.05 0.20 0.37
H 2.057 0.306 0.897 0.29 -0.10 -0.77 0.14
H 1.070 -0.607 -0.466 0.55 0.89 -0.47 0.11
H -2.397 -1.742 -0.540 -0.28 0.42 -0.51 0.19
H -0.746 -1.866 -1.083 0.23 0.27 -0.36 0.19
H -0.744 0.657 -1.168 -0.36 -0.39 -0.46 0.39
H -2.053 -1.062 -3.009 0.71 0.73 -0.21 0.16
H -1.603 0.757 -3.419 1.46 -0.79 0.07 0.21
H -3.963 0.166 -2.152 0.61 -0.32 0.17 0.46
H 1.454 1.148 -1.820 0.32 -0.18 -0.09 0.50
H 1.136 -0.348 -2.123 0.24 0.42 -0.19 0.47
O 0.980 0.557 -2.424 -0.08 0.05 -0.46 -0.96
H 2.034 -2.408 -0.610 0.15 -0.58 0.50 0.49
H 1.942 -3.777 -0.036 -0.06 0.14 0.08 0.48
O 2.202 -3.337 -0.850 0.04 -0.08 -0.80 -0.98
H 3.261 -1.027 3.442 -0.44 -0.09 -0.17 0.45
H 2.800 -1.832 2.103 -0.01 0.99 0.35 0.51
O 3.563 -1.567 2.711 0.63 -0.54 -0.12 -1.03
H 0.476 -2.372 2.118 -0.21 -1.10 0.18 0.50
H 1.078 -3.447 2.915 -0.39 -0.27 0.20 0.46
O 0.177 -3.177 2.679 0.71 0.87 -0.18 -1.02
H -1.803 3.463 1.792 -0.40 -0.63 -0.31 0.49
H -1.122 1.987 1.512 -0.25 0.48 0.19 0.49
O -1.021 2.908 1.822 0.69 0.09 0.44 -0.99
H 0.564 3.553 0.198 -0.54 -0.46 0.22 0.49
H -0.002 2.125 -0.158 0.24 0.31 0.62 0.49
O 0.554 2.854 -0.464 0.69 0.20 -0.86 -0.99
H -3.610 2.580 -1.175 0.64 -0.56 -0.03 0.49
H -2.704 2.130 0.060 0.02 -0.32 -0.90 0.48
O -3.478 2.621 -0.224 -0.74 0.78 0.80 -0.98
H 2.604 2.441 -0.370 -0.03 -0.16 -0.22 0.49
H 3.623 1.306 -0.221 0.02 -0.03 -0.02 0.47
O 3.345 2.005 -0.822 -0.06 0.14 0.13 -0.97
```
Positions in Å, forces in eV/Å.

HOMO level: -5.60 eV
energy: -1030.51126 Eh
E_LUMO: 2.799 eV
F_max: 0.0793 Eh/bohr
frontier orbital gap: 8.4 eV
charge: -1

No. 3
Molecular formula: C4H27NO9
Method: DFT, ωB97M-V/def2-TZVPD

```
41
Properties=species:S:1:pos:R:3:forces:R:3:nbo_charge:R:1
C -0.453 -2.874 -0.683 -0.20 0.06 -0.12 -0.57
C 0.052 -1.685 -1.018 -0.75 0.28 -0.25 0.01
N -0.474 -0.873 -1.994 -0.50 0.01 0.00 -0.64
C 0.007 0.462 -2.218 0.32 0.40 -0.39 -0.22
C -0.615 1.498 -1.317 -0.98 -0.36 0.79 -0.63
H 0.168 -3.545 -0.114 -0.41 -0.13 0.48 0.21
H -1.446 -3.128 -1.060 0.50 -0.48 -0.05 0.20
H 0.875 -1.279 -0.479 1.14 0.05 -0.10 0.18
H -1.496 -0.923 -2.058 0.35 -0.18 -0.06 0.42
H 1.096 0.517 -2.235 0.28 -0.34 0.76 0.18
H -0.154 0.695 -3.256 -0.63 0.24 -0.57 0.20
H -1.668 1.690 -1.534 -0.02 -0.25 -0.36 0.21
H -0.657 1.124 -0.284 0.37 0.16 -0.20 0.19
H -0.168 2.467 -1.317 0.66 0.55 -0.07 0.23
O 0.183 3.544 1.039 -0.02 0.09 0.41 -0.96
H 0.122 3.432 2.000 -0.02 0.11 -0.06 0.48
H 0.721 2.781 0.814 0.03 -0.22 -0.21 0.48
O 3.888 -0.988 -1.349 0.49 0.71 0.98 -0.97
H 3.896 -1.733 -1.945 -0.57 -0.26 -0.42 0.50
H 3.221 -0.356 -1.636 0.03 -0.39 -0.25 0.47
O -3.328 -0.878 -1.232 -0.30 -0.53 0.07 -0.99
H -3.703 -1.643 -0.762 0.18 0.53 -0.26 0.47
H -3.574 -0.094 -0.708 0.08 -0.11 0.09 0.51
O -0.403 2.451 3.954 0.84 1.05 0.58 -0.97
H -1.219 2.753 3.553 -0.24 -0.72 0.08 0.48
H -0.406 1.503 4.102 -0.52 0.09 -0.52 0.49
O -3.592 1.144 0.587 -0.64 0.90 0.10 -0.98
H -2.726 1.376 0.944 0.42 -0.23 0.22 0.51
H -4.110 1.955 0.733 0.08 -0.54 -0.23 0.48
O -1.381 0.656 2.226 0.04 -0.33 -0.50 -0.97
H -0.555 0.523 1.723 -0.28 0.36 0.56 0.50
H -1.858 -0.174 2.151 -0.17 -0.23 -0.04 0.48
O 1.292 0.919 1.833 0.18 -0.91 -0.71 -0.99
H 2.144 1.267 2.101 0.13 0.20 0.26 0.50
H 1.512 -0.021 1.652 0.05 0.61 0.38 0.50
O 2.933 -1.253 2.537 0.71 -0.34 -1.56 -0.96
H 2.610 -2.105 2.840 -0.02 -0.10 0.09 0.48
H 3.423 -1.466 1.694 -0.60 0.30 1.22 0.49
O 2.284 -2.709 -2.980 0.45 -0.11 -0.19 -0.97
H 1.427 -2.952 -2.616 -0.20 0.15 0.02 0.50
H 2.128 -2.077 -3.688 -0.28 -0.12 0.01 0.47
```
Positions in Å, forces in eV/Å.

HOMO level: -8.15 eV
energy: -900.48196 Eh
E_LUMO: 0.161 eV
F_max: 0.0340 Eh/bohr
frontier orbital gap: 8.3 eV
structure (SMILES): C=CNCC.O.O.O.O.O.O.O.O.O

No. 4
Molecular formula: C4H28BO22
Method: DFT, ωB97M-V/def2-TZVPD

```
55
Properties=species:S:1:pos:R:3:forces:R:3:nbo_charge:R:1
O -1.109 -2.870 -0.768 -1.26 -3.27 0.17 -0.59
C -0.682 -1.908 -0.229 -0.52 -6.87 -0.86 0.68
O -0.613 -0.891 -0.840 1.42 10.24 -3.55 -0.61
B 0.091 0.154 0.014 1.10 -1.46 -0.60 1.19
O 0.426 -0.659 1.203 2.21 3.53 -1.07 -0.64
C -0.112 -1.793 1.057 -1.28 0.85 1.79 0.69
O -0.535 -2.350 1.989 -0.72 -3.90 3.54 -0.56
O -0.689 1.284 0.264 -3.47 -3.11 2.11 -0.63
C -0.097 2.304 -0.099 -0.58 7.44 -1.60 0.71
O -0.528 3.454 -0.072 0.38 -1.47 0.39 -0.60
C 1.204 1.952 -0.667 4.96 6.19 -0.36 0.69
O 1.313 0.720 -0.578 0.96 -4.59 -0.73 -0.61
O 2.141 2.785 -0.929 -3.59 -3.58 0.81 -0.61
O 1.926 -4.688 1.564 0.45 0.49 -1.20 -0.99
H 1.517 -4.388 2.404 0.72 0.69 -0.63 0.50
H 2.316 -3.962 0.990 -0.98 -1.13 1.79 0.47
O -1.808 2.084 3.087 -4.00 8.50 -0.54 -0.92
H -2.559 2.327 2.411 2.20 -0.54 2.08 0.47
H -1.639 1.264 2.913 1.79 -7.86 -1.47 0.45
O -1.228 -5.165 -2.061 -1.02 -2.23 -1.64 -0.96
H -0.972 -4.467 -1.523 0.66 2.16 1.84 0.49
H -0.411 -5.553 -2.359 0.29 -0.23 -0.31 0.47
O 1.916 4.439 -2.870 0.24 -0.07 -1.50 -0.96
H 1.697 3.940 -2.092 0.01 -0.24 0.69 0.48
H 1.784 5.346 -2.651 -0.23 0.94 0.28 0.46
O -3.880 -3.641 -2.340 3.36 -0.03 0.06 -0.98
H -2.861 -3.935 -2.376 -3.51 0.54 0.02 0.51
H -4.408 -4.381 -2.624 0.13 -0.53 -0.14 0.46
O 1.179 -3.373 4.045 -2.19 -0.18 -0.56 -1.01
H 0.857 -4.107 4.666 0.07 1.94 -1.62 0.49
H 0.403 -2.893 3.494 1.99 -1.77 2.28 0.53
O 4.437 2.517 0.712 -0.33 0.24 -0.83 -0.95
H 4.621 3.390 0.358 0.67 0.58 0.55 0.46
H 3.808 2.327 -0.005 -0.21 -0.82 0.31 0.48
O 0.357 -2.077 -3.493 -0.22 4.41 2.15 -0.93
H 0.675 -1.118 -3.666 -0.07 -2.33 -0.83 0.45
H -0.077 -1.684 -2.649 0.28 -2.10 -1.48 0.47
O -2.357 -4.418 2.072 0.22 -1.75 0.36 -1.01
H -2.128 -5.419 2.188 0.16 3.39 -0.71 0.48
H -1.640 -3.773 1.808 -0.54 -1.91 0.45 0.50
O 1.144 -0.208 3.758 2.61 -1.73 0.62 -0.99
H 2.019 -0.758 4.069 -3.53 1.92 -1.77 0.49
H 0.908 -0.370 2.802 1.10 -0.03 1.74 0.48
O -2.688 4.912 1.452 0.37 1.67 1.80 -0.96
H -2.195 5.503 2.101 -1.20 -0.89 -1.16 0.47
H -1.986 4.314 1.240 0.73 -1.00 -0.63 0.48
O -1.766 1.741 -2.625 -1.49 0.75 1.20 -0.96
H -2.479 2.271 -2.119 1.73 -1.50 -1.21 0.48
H -2.010 0.799 -2.558 -0.15 0.65 0.06 0.48
O 3.567 0.878 -3.216 -1.01 -2.17 -1.54 -0.94
H 3.697 0.259 -4.035 -0.56 1.68 2.42 0.47
H 2.701 0.594 -2.795 1.65 0.45 -0.85 0.47
O -0.805 6.585 -0.086 0.75 4.01 -0.23 -0.97
H -0.782 5.673 -0.001 -0.85 -2.65 -0.15 0.49
H -1.634 7.015 -0.348 0.30 -1.30 0.24 0.48
```
Positions in Å, forces in eV/Å.

HOMO level: -8.37 eV
energy: -1849.51517 Eh
E_LUMO: 1.465 eV
F_max: 0.2126 Eh/bohr
frontier orbital gap: 9.8 eV
charge: -1

No. 5
Molecular formula: C4H28N2O10
Method: DFT, ωB97M-V/def2-TZVPD

```
44
Properties=species:S:1:pos:R:3:forces:R:3:nbo_charge:R:1
C -0.525 -1.828 -0.219 -0.67 -0.01 0.29 -0.73
C -0.641 -1.078 -1.503 0.85 0.10 -0.64 0.71
O 0.268 -1.131 -2.367 -0.63 0.01 0.40 -0.72
N -1.736 -0.347 -1.698 -0.61 -0.15 0.74 -0.58
C -2.541 0.175 -0.606 0.37 0.58 0.11 -0.24
C -1.919 1.490 -0.098 0.36 -0.57 0.28 -0.24
N -2.180 1.845 1.290 -0.55 0.39 -0.01 -0.86
H 0.286 -2.504 -0.286 0.86 -0.62 -0.11 0.25
H -0.341 -1.176 0.630 0.03 0.28 0.07 0.24
H -1.427 -2.399 0.013 -0.02 0.13 -0.07 0.25
H -1.833 0.170 -2.545 0.21 0.31 -0.84 0.42
H -3.535 0.345 -0.954 -0.77 0.10 -0.41 0.21
H -2.639 -0.523 0.204 0.22 -0.49 0.32 0.22
H -0.837 1.389 -0.224 -0.03 0.01 -0.02 0.19
H -2.223 2.305 -0.725 -0.15 0.50 -0.42 0.20
H -3.073 2.341 1.407 0.64 -0.41 -0.05 0.37
H -2.201 1.017 1.867 -0.11 -0.14 0.23 0.37
O 2.813 -0.921 -1.196 -0.46 0.34 -0.39 -1.00
H 2.001 -1.137 -1.704 0.32 -0.18 0.21 0.50
H 2.743 0.068 -1.132 0.15 -0.26 0.24 0.51
O 1.753 -0.134 2.877 0.57 0.35 0.41 -1.01
H 2.160 -0.774 2.226 0.12 -0.01 0.18 0.52
H 2.488 0.239 3.408 -0.60 -0.38 -0.48 0.49
O 0.052 -1.598 4.524 0.23 0.18 -0.34 -0.98
H 0.574 -2.401 4.640 -0.09 0.13 -0.06 0.48
H 0.573 -1.040 3.895 -0.08 -0.31 0.42 0.51
O -2.429 -1.935 3.293 0.99 0.23 0.07 -1.00
H -1.533 -1.834 3.731 -1.06 -0.18 -0.28 0.50
H -3.051 -2.124 3.998 0.03 0.01 0.13 0.47
O -1.765 1.906 -4.170 0.89 -0.66 0.49 -0.99
H -1.954 2.832 -4.306 0.07 0.28 0.01 0.47
H -0.803 1.830 -3.911 -0.94 0.32 -0.42 0.50
O 0.869 1.340 -3.368 -0.17 -0.26 0.10 -1.00
H 0.671 0.409 -3.088 0.08 0.15 -0.21 0.51
H 1.545 1.283 -4.051 -0.02 -0.05 -0.01 0.49
O 2.279 1.741 -0.963 0.11 -0.01 -0.01 -1.01
H 1.751 1.955 -0.167 -0.04 -0.01 -0.08 0.51
H 1.699 1.811 -1.738 -0.01 0.14 0.09 0.49
O 2.727 -1.918 1.217 -0.60 0.35 -0.63 -1.00
H 3.606 -2.256 1.332 0.63 -0.29 0.19 0.48
H 2.725 -1.563 0.267 0.03 -0.08 0.41 0.51
O 0.892 2.064 1.413 -0.18 0.25 -0.15 -1.01
H -0.066 2.150 1.555 0.14 0.06 0.09 0.50
H 1.192 1.305 1.938 -0.11 -0.13 0.15 0.50
```
Positions in Å, forces in eV/Å.

HOMO level: -9.77 eV
energy: -1031.20407 Eh
E_LUMO: 0.447 eV
F_max: 0.0236 Eh/bohr
frontier orbital gap: 10.2 eV
structure (SMILES): CC(=O)NCCN.O.O.O.O.O.O.O.O.O

No. 6
Molecular formula: C4H28N2O11
Method: DFT, ωB97M-V/def2-TZVPD

```
45
Properties=species:S:1:pos:R:3:forces:R:3:nbo_charge:R:1
N -0.290 -0.422 -2.424 4.32 0.33 -1.60 -0.80
C -0.998 0.482 -1.763 -3.70 -3.48 -0.71 0.69
O -2.150 0.055 -1.511 -0.39 1.71 0.54 -0.74
C -0.490 1.724 -1.292 2.44 1.30 1.72 -0.55
C -0.089 1.538 0.238 2.47 1.08 0.38 -0.03
N -1.148 1.066 1.144 -2.34 0.82 -2.35 -0.90
C 0.458 3.061 0.609 -1.77 -1.57 3.22 -0.08
O 1.245 3.092 1.826 1.80 -2.36 -1.16 -0.77
H 0.728 -0.246 -2.670 -1.76 -0.13 0.48 0.43
H -0.734 -1.237 -2.826 -0.15 0.35 0.47 0.41
H 0.397 2.036 -1.875 -0.25 -0.39 0.58 0.26
H -1.117 2.602 -1.266 -1.01 -0.29 -0.35 0.25
H 0.727 0.723 0.421 -0.95 1.79 -1.04 0.17
H -1.257 1.761 1.886 -0.15 -0.18 -0.41 0.39
H -2.039 1.154 0.492 1.90 -0.40 2.22 0.39
H 0.873 3.556 -0.268 0.33 0.01 0.12 0.17
H -0.410 3.622 1.106 0.46 -0.54 -2.00 0.19
H 1.944 2.310 1.775 -1.49 2.24 -0.07 0.50
O -3.779 -2.007 -1.027 -0.54 -1.60 -0.54 -0.95
H -4.014 -1.624 -0.210 -0.74 0.37 1.71 0.47
H -3.437 -1.241 -1.452 1.01 1.25 -1.20 0.51
O -1.662 -3.103 0.146 2.19 -0.54 0.88 -0.98
H -2.342 -2.747 -0.388 -1.66 0.91 -1.40 0.50
H -2.051 -3.855 0.569 -0.28 -0.79 0.35 0.47
O 1.530 -3.925 -0.613 3.94 -1.22 -0.87 -0.92
H 1.563 -3.451 -1.434 1.40 0.24 -1.24 0.46
H 0.684 -3.685 -0.490 -5.48 0.80 2.07 0.47
O 2.360 0.743 -1.810 2.49 -2.28 0.26 -1.03
H 2.673 -0.153 -1.296 -0.52 2.25 -1.60 0.51
H 3.198 0.911 -2.346 -1.67 -0.14 1.06 0.48
O -0.894 -1.588 2.231 1.68 0.61 2.92 -1.00
H -1.281 -2.020 1.519 -1.29 -1.32 -2.44 0.49
H -1.042 -0.652 2.121 -0.44 1.01 -0.40 0.50
O 3.390 -1.576 -0.816 -6.25 0.78 -1.78 -0.98
H 2.695 -1.891 -0.155 0.64 0.47 -0.76 0.53
H 4.160 -1.768 -0.448 5.53 -1.18 2.41 0.47
O -3.070 3.106 1.474 0.08 -1.11 -1.36 -0.95
H -2.993 3.824 2.060 -0.11 1.37 1.23 0.48
H -3.841 2.593 1.712 -0.27 0.07 0.24 0.48
O 3.083 1.243 1.032 0.54 -2.72 1.79 -0.95
H 2.476 0.927 0.346 0.36 0.22 -0.19 0.49
H 3.241 0.380 1.588 -0.47 2.39 -1.53 0.49
O 1.587 -1.648 1.124 -1.73 0.63 1.09 -1.01
H 1.405 -2.485 1.587 0.34 0.22 -0.31 0.50
H 0.708 -1.183 1.372 1.51 -0.96 -0.45 0.52
```
Positions in Å, forces in eV/Å.

HOMO level: -9.35 eV
energy: -1106.30920 Eh
E_LUMO: 0.328 eV
F_max: 0.1272 Eh/bohr
frontier orbital gap: 9.7 eV
structure (SMILES): NC(=O)C[C@H](N)CO.O.O.O.O.O.O.O.O.O